No. 1
79
Properties=species:S:1:pos:R:3 method="wB97M-V/def2-TZVPD" homo_ev=-6.825 gap_ev=1.14 molar_mass_g_mol=1004.32 max_force_ev_per_a=5.7 e_tot_ev=-172200.56701
Ca 6.311 1.736 3.145
Ca 3.712 2.350 0.309
Cl 3.332 -4.250 0.787
S -2.946 4.634 -7.047
S 1.626 -0.052 -0.081
S 1.310 1.919 -2.127
Mg -0.834 -6.398 -3.156
F 5.469 1.144 5.325
F 3.164 0.859 5.042
F 4.403 1.914 3.357
F 4.021 2.982 5.411
F 5.295 6.930 6.656
O 0.790 -4.264 -1.295
O -6.275 -3.546 2.730
O 2.645 1.643 -2.769
O -8.202 -4.203 1.188
O -4.290 4.747 -7.630
O -3.022 4.884 -5.600
O -0.237 3.970 -5.259
O -2.415 3.284 -7.281
O 2.757 -3.482 -7.249
O -2.060 5.623 -7.677
O 3.503 -1.815 1.818
O -4.741 -4.971 0.988
O 1.492 2.871 -0.916
O -10.117 -3.232 1.137
O -8.421 -2.309 0.197
O -1.250 -3.783 -1.860
O -1.321 -1.743 0.936
O 0.798 0.405 1.116
O 3.070 0.460 -0.028
O 1.702 2.775 -5.337
O -2.815 -0.361 2.747
N -0.105 -4.133 -2.124
N 0.750 0.388 -1.490
N -8.915 -3.248 0.841
C -4.291 -3.906 1.369
C -5.068 -3.075 2.332
C 0.217 -4.412 -3.527
C -3.288 -1.412 2.344
C -2.995 -3.394 0.909
C 2.088 7.488 8.247
C -4.592 -1.910 2.786
C 3.447 5.482 6.871
C 2.158 5.252 7.339
C 0.529 3.174 -4.650
C 0.035 2.685 -3.214
C 3.382 7.715 7.789
C 1.682 -1.908 0.038
C 1.814 -5.077 -5.204
C 1.509 -4.836 -3.871
C 0.841 -4.896 -6.190
C 2.871 -2.463 0.961
C -0.447 -4.480 -5.844
C 4.047 6.710 7.103
C -2.525 -2.231 1.360
C 1.478 6.255 8.024
C -0.767 -4.238 -4.513
B 4.255 1.725 4.794
H -6.390 -4.398 2.264
H 3.875 8.665 7.959
H -5.144 -1.297 3.487
H 1.897 -2.280 -1.037
H 1.674 1.822 -5.583
H 1.088 -5.078 -7.230
H 1.684 4.291 7.170
H 2.275 -4.978 -3.117
H 2.863 -2.546 -7.101
H -1.771 -3.915 -4.258
H 1.555 8.270 8.777
H 0.680 -2.333 0.437
H -1.199 -0.891 1.406
H 2.810 -5.403 -5.482
H -2.449 -3.997 0.197
H -0.898 2.020 -3.380
H 0.470 6.078 8.386
H -1.198 -4.342 -6.615
H 3.987 4.716 6.329
H -0.369 3.622 -2.667

No. 2
11
Properties=species:S:1:pos:R:3 method="wB97M-V/def2-TZVPD" homo_ev=-9.053 relative_energy_kcal_mol=8.1 gap_ev=10.00 molar_mass_g_mol=83.09 max_force_ev_per_a=0.4 e_tot_ev=-7662.10457
N 2.033 0.229 -0.248
N -1.613 0.016 -0.140
N 0.232 -0.558 1.024
C 0.783 0.100 -0.067
C -0.449 0.541 -0.854
C -1.145 -0.578 0.886
H -1.759 -1.078 1.630
H -0.507 1.634 -0.912
H 0.778 -1.030 1.727
H -0.424 0.158 -1.881
H 2.213 0.738 -1.112

No. 3
42
Properties=species:S:1:pos:R:3 method="wB97M-V/def2-TZVPD" smiles="CC(C)=O.CC(C)=O.CC(C)=O.CO.CO" homo_ev=-9.571 relative_energy_kcal_mol=13.0 gap_ev=9.97 molar_mass_g_mol=238.32 max_force_ev_per_a=1.4 e_tot_ev=-22064.84678
O -4.194 -2.429 -3.403
O 2.892 0.303 -1.921
O 2.487 3.284 3.438
O -1.389 3.323 -0.461
O 0.396 1.105 -0.769
C -1.208 3.724 0.903
C 3.872 -1.772 -1.352
C 3.276 1.523 4.785
C -0.238 0.005 -0.088
C 1.960 -1.538 -3.092
C 1.789 1.171 2.674
C -4.574 -2.351 -2.257
C 2.520 2.094 3.621
C -3.618 -1.968 -1.144
C 2.881 -0.898 -2.088
C -6.036 -2.560 -1.925
H 3.074 0.459 4.916
H -2.678 -1.622 -1.555
H 1.295 0.801 -0.999
H -6.465 -3.146 -2.732
H -0.503 -0.739 -0.850
H -1.453 2.875 1.546
H 4.350 1.650 4.631
H -1.895 4.550 1.086
H 1.148 0.444 3.171
H -1.158 0.435 0.307
H 1.117 1.813 2.105
H 2.587 0.744 2.062
H 1.191 -2.178 -2.665
H -4.127 -1.169 -0.594
H 1.493 -0.768 -3.704
H 3.035 2.015 5.725
H -6.489 -1.566 -1.893
H -6.194 -3.020 -0.950
H -3.496 -2.796 -0.444
H 4.126 -1.316 -0.394
H -0.832 2.541 -0.598
H 4.808 -1.803 -1.910
H 2.589 -2.144 -3.752
H 0.417 -0.446 0.658
H -0.206 4.133 1.064
H 3.449 -2.756 -1.152

No. 4
17
Properties=species:S:1:pos:R:3 method="wB97M-V/def2-TZVPD" homo_ev="-8.648 / -7.664" relative_energy_kcal_mol=94.8 gap_ev="8.01 / 7.91" molar_mass_g_mol=102.12 max_force_ev_per_a=3.8 e_tot_ev=-14647.21331
P 1.428 0.685 -0.002
C 0.248 2.168 -0.358
C -0.072 -0.457 2.718
C -1.035 -0.331 -1.229
C 0.820 -1.824 -1.129
C 0.362 -0.616 -0.789
H -1.805 -0.083 -0.399
H -1.114 0.629 -1.795
H -1.307 -1.255 -1.717
H -0.055 2.012 -1.346
H -0.492 -0.374 1.764
H 0.060 0.250 3.538
H 0.178 -2.522 -1.447
H 1.791 -2.166 -1.093
H -0.426 2.134 0.510
H 0.541 -1.284 3.071
H 0.879 3.034 -0.296

No. 5
15
Properties=species:S:1:pos:R:3 method="wB97M-V/def2-TZVPD" multiplicity=3 homo_ev="-7.139 / -10.007" relative_energy_kcal_mol=56.5 gap_ev="7.72 / 7.68" molar_mass_g_mol=107.18 max_force_ev_per_a=4.0 e_tot_ev=-17621.69606
S 1.754 0.087 0.339
O 1.524 -1.273 0.584
N 3.208 0.488 0.121
C -1.714 0.078 -0.332
C -1.665 -1.124 0.544
C 0.596 0.761 -0.867
H 0.528 1.698 -0.337
H -2.050 1.070 -0.012
H -1.574 -0.966 1.592
H -2.647 -1.578 0.472
H -2.039 -0.208 -1.306
H 0.843 0.819 -1.932
H 1.009 0.814 1.409
H 3.240 1.347 -0.386
H -1.012 -2.015 0.112

No. 6
66
Properties=species:S:1:pos:R:3 method="wB97M-V/def2-TZVPD" homo_ev=-8.066 relative_energy_kcal_mol=10.4 gap_ev=7.31 molar_mass_g_mol=663.87 max_force_ev_per_a=1.3 e_tot_ev=-131035.53556
Se -2.790 1.612 4.170
S -1.844 -2.877 1.262
Mg 0.465 -0.238 0.993
O 0.273 -0.128 3.073
O 2.220 1.803 -1.721
O 2.004 0.152 -0.243
O -0.356 1.319 4.641
N 0.961 -5.593 -2.077
N -3.365 -2.050 3.218
N -0.012 -0.158 -3.207
N 1.241 -2.154 1.199
N -2.483 0.731 2.712
N -1.155 -2.376 3.759
N -0.518 -0.358 -0.827
N 0.930 1.635 1.459
N -3.306 3.055 3.344
N -2.505 1.142 0.410
C 1.106 -4.990 -1.113
C 1.585 -0.062 -5.583
C 0.169 1.022 3.557
C 0.207 -1.374 -3.976
C 0.114 1.110 -3.910
C 0.945 -2.913 0.162
C -3.563 3.715 0.987
C 1.925 -2.677 2.202
C -2.115 -2.355 2.812
C 1.973 1.358 -0.610
C 1.197 3.375 3.026
C -0.244 -0.227 -1.943
C 2.080 3.576 0.796
C 2.325 -4.010 2.229
C -3.428 3.245 -0.297
C 1.551 -1.305 -4.697
C 1.610 2.292 0.548
C -3.200 2.846 2.027
C 0.757 2.104 2.676
C -2.865 1.977 -0.531
C 1.422 1.170 -4.698
C 2.038 -4.811 1.140
C -2.710 1.535 1.670
C 1.849 4.122 2.052
C 1.355 -4.245 0.063
H 2.631 4.102 0.032
H 1.688 -2.215 -5.283
H -1.285 -1.759 4.548
H -3.750 3.843 -1.135
H 0.171 -2.232 -3.299
H 0.780 -0.111 -6.322
H -0.741 1.225 -4.591
H -0.205 -2.389 3.423
H 2.527 -0.010 -6.130
H 2.149 -2.008 3.022
H 2.218 5.112 2.278
H -3.501 -1.557 4.087
H 2.243 1.228 -3.983
H 1.425 2.082 -5.297
H 2.856 -4.412 3.078
H 1.064 3.744 4.032
H 0.382 -2.451 -0.630
H -3.943 4.704 1.205
H 2.353 -1.241 -3.960
H 0.106 1.915 -3.173
H -0.599 -1.477 -4.715
H -2.701 1.630 -1.543
H 2.329 -5.850 1.107
H -4.038 -1.865 2.492